Formula: C3H6N2S
Source: the OMol25 dataset
Level of theory: ωB97M-V/def2-TZVPD

Last column: natural (NBO) charge in e.
Geometry (Å):
1 C -0.7072 0.1283 0.7296  -0.46
2 C 0.3184 -1.0028 0.4068  -0.22
3 C 0.0604 1.1332 0.2056  -0.01
4 H -1.1481 1.1879 -1.6207  0.20
5 H -1.0883 0.2485 1.7690  0.26
6 H -0.2604 -1.9500 0.3230  0.22
7 H 1.1993 -1.0089 1.2987  0.19
8 H 1.7771 -1.0463 -1.3585  0.40
9 H 0.0905 2.2871 0.4166  0.24
10 N 0.7968 -0.6539 -0.9332  -0.50
11 N 0.9770 0.8035 -0.6923  -0.26
12 S -2.0155 -0.1264 -0.5445  -0.06

Forces on atoms 1 to 2 (eV/Å):
C -1.394 -3.503 0.517
C 0.910 -2.564 2.151

The charge is 0. The energy above the lowest of the compared OMol25 structures with the same formula, charge and spin is 525.5 kJ/mol. As for the multiplicity: 1. The total energy comes out at -17018.5946 eV. The calculation puts the LUMO energy at -0.3 eV. The calculation puts the gap between HOMO and LUMO at 8.46 eV. For the HOMO energy, the calculation gives -8.77 eV.

---

Formula: C3H6N2S
Source: the OMol25 dataset
Level of theory: ωB97M-V/def2-TZVPD

Last column: natural (NBO) charge in e.
Geometry (Å):
1 C 0.5700 0.1638 -1.2086  -0.55
2 C -0.7026 0.7758 -0.7024  -0.26
3 C -0.2089 -0.0706 1.5060  0.26
4 H 0.4510 0.0459 -2.2425  0.23
5 H 1.3509 0.9043 -0.8875  0.22
6 H -0.9628 1.8598 -1.0691  0.21
7 H -1.5028 0.1061 -1.0015  0.20
8 H -0.3793 0.0401 2.6080  0.18
9 H 1.0488 -1.7579 1.7317  0.41
10 N -0.7579 0.7623 0.7558  -0.49
11 N 0.4233 -1.2474 1.0877  -0.80
12 S 0.6704 -1.5823 -0.5777  0.39

Forces on atoms 1 to 2 (eV/Å):
C 0.502 0.713 1.633
C -1.328 0.491 0.890

The SMILES is C1=NCCSN1. The charge is 0. The energy above the lowest of the compared OMol25 structures with the same formula, charge and spin is 157.1 kJ/mol. As for the multiplicity: 1. The total energy comes out at -17022.4132 eV. The calculation puts the LUMO energy at 0.8 eV. The calculation puts the gap between HOMO and LUMO at 9.02 eV. For the HOMO energy, the calculation gives -8.26 eV.

---

Formula: C3H6N2S2
Source: the OMol25 dataset
Level of theory: ωB97M-V/def2-TZVPD

Last column: natural (NBO) charge in e.
Geometry (Å):
1 C 0.3131 -1.5980 0.4283  -0.42
2 C 1.2634 0.5623 -0.1811  -0.10
3 C -1.1271 0.3795 0.0770  0.28
4 H 0.5699 -2.1255 -0.4895  0.22
5 H 1.1340 -1.6990 1.1320  0.23
6 H -0.6212 -1.9522 0.8474  0.24
7 H 1.0233 1.5560 -0.5156  0.21
8 H -0.4844 2.1738 0.9171  0.40
9 H -2.1211 2.1623 0.2210  0.43
10 N 0.1643 -0.1770 0.1670  -0.45
11 N -1.1686 1.7327 0.2871  -0.81
12 S 2.8005 0.0471 -0.1636  -0.06
13 S -2.4984 -0.4889 -0.2887  -0.16

Forces on atoms 1 to 2 (eV/Å):
C 0.098 0.114 0.141
C -0.060 -0.403 0.224

The SMILES is CN(C=S)C(N)=S. The charge is 0. The energy above the lowest of the compared OMol25 structures with the same formula, charge and spin is 18.6 kJ/mol. As for the multiplicity: 1. The total energy comes out at -27858.9038 eV. The calculation puts the LUMO energy at -0.4 eV. The calculation puts the gap between HOMO and LUMO at 8.45 eV. For the HOMO energy, the calculation gives -8.82 eV.

---

Formula: C3H6N2S3
Source: the OMol25 dataset
Level of theory: ωB97M-V/def2-TZVPD

Last column: natural (NBO) charge in e.
Geometry (Å):
1 C -2.7004 -1.0028 0.2291  -0.79
2 C -0.7717 0.9312 -0.1861  -0.57
3 C 2.6931 0.3443 0.1117  0.28
4 H -3.8679 -0.8587 0.4334  0.24
5 H -2.2462 -1.4366 1.1228  0.24
6 H -2.4953 -1.6071 -0.7461  0.25
7 H 1.5805 1.0186 -1.6140  0.42
8 H 3.4818 1.1665 -0.1825  0.19
9 H 2.0488 -1.0987 1.2951  0.34
10 N 1.7272 0.1128 -0.9182  -0.83
11 N 2.7590 -0.2063 1.2255  -0.65
12 S -2.3697 0.7939 0.1344  0.45
13 S -0.0429 2.4108 -0.1129  -0.03
14 S 0.2036 -0.5679 -0.7923  0.46

Forces on atoms 1 to 2 (eV/Å):
C -2.398 0.221 -0.858
C 3.249 0.216 -0.833

The charge is 0. The energy above the lowest of the compared OMol25 structures with the same formula, charge and spin is 241.3 kJ/mol. As for the multiplicity: 1. The total energy comes out at -38692.0495 eV. The calculation puts the LUMO energy at -0.3 eV. The calculation puts the gap between HOMO and LUMO at 8.63 eV. For the HOMO energy, the calculation gives -8.97 eV.

---

Formula: C3H6N3
Source: the OMol25 dataset
Level of theory: ωB97M-V/def2-TZVPD

Last column: natural (NBO) charge in e.
Geometry (Å):
1 C -2.3976 -0.6532 0.0707  0.49
2 C 1.3866 0.2546 0.0847  -0.13
3 C -0.8170 1.3014 0.0086  0.12
4 N -1.5830 0.1858 0.0433  -0.18
5 N 0.4437 1.2858 0.0400  -0.22
6 N 0.9231 -1.0579 0.0698  -0.88
7 H -3.1113 -1.3249 -0.0186  0.26
8 H 1.9697 0.6365 -0.7399  0.25
9 H 2.0678 0.5124 0.8582  0.25
10 H -1.2748 2.1656 -0.2969  0.24
11 H 1.4018 -1.7589 0.7104  0.41
12 H 0.9910 -1.5473 -0.8301  0.39

Forces on atoms 1 to 2 (eV/Å):
C 6.126 6.378 0.003
C 0.409 0.782 -0.442

The SMILES is C#[N+]/C=N\CN. The charge is +1. The energy above the lowest of the compared OMol25 structures with the same formula, charge and spin is 319.5 kJ/mol. As for the multiplicity: 1. The total energy comes out at -7668.0652 eV. The calculation puts the LUMO energy at -5.6 eV. The calculation puts the gap between HOMO and LUMO at 8.72 eV. For the HOMO energy, the calculation gives -14.36 eV.

---

Formula: C3H6N3
Source: the OMol25 dataset
Level of theory: ωB97M-V/def2-TZVPD

Last column: natural (NBO) charge in e.
Geometry (Å):
1 C -1.3239 0.6293 0.2092  0.32
2 C 0.7217 -0.9403 0.0194  -0.31
3 C 0.5504 -0.1573 1.3124  0.22
4 N -0.5162 0.5259 1.3014  -0.38
5 N -0.6341 0.7484 -0.9483  -0.31
6 N 0.5612 0.1165 -0.9863  -0.36
7 H -2.3480 0.7229 0.1475  0.24
8 H 1.5425 -1.4589 -0.1177  0.25
9 H 0.0101 -1.6800 -0.1105  0.23
10 H 1.3707 -0.1905 2.0418  0.25
11 H -1.2029 0.8587 -1.7660  0.44
12 H 1.2686 0.8254 -1.1029  0.40

Forces on atoms 1 to 2 (eV/Å):
C 4.947 0.258 -0.705
C -2.463 4.025 0.555

The SMILES is C1=NC=[NH+]NC1. The charge is +1. The energy above the lowest of the compared OMol25 structures with the same formula, charge and spin is 221.4 kJ/mol. As for the multiplicity: 1. The total energy comes out at -7669.0821 eV. The calculation puts the LUMO energy at -5.6 eV. The calculation puts the gap between HOMO and LUMO at 9.89 eV. For the HOMO energy, the calculation gives -15.49 eV.

---

Formula: C3H6N3
Source: the OMol25 dataset
Level of theory: ωB97M-V/def2-TZVPD

Last column: natural (NBO) charge in e.
Geometry (Å):
1 C 2.3734 -0.1655 0.0079  0.16
2 C -1.4855 -0.0793 -0.2269  -0.01
3 C 1.0171 -0.6271 -0.0126  0.38
4 N 2.1496 -1.2486 0.6984  -0.15
5 N -0.2105 -0.6710 0.1319  -0.16
6 N -1.3530 -1.3681 0.3905  -0.37
7 H 3.0513 0.4983 -0.2932  0.25
8 H -1.6367 0.8255 0.4167  0.23
9 H -1.8978 0.0150 -1.2047  0.25
10 H -0.1671 1.8883 -0.4675  -0.09
11 H -1.4888 -1.7594 1.2976  0.42
12 H -0.3520 2.6918 -0.7381  0.09

Forces on atoms 1 to 2 (eV/Å):
C -4.905 -4.348 1.493
C -0.024 1.576 2.699

The charge is +1. The energy above the lowest of the compared OMol25 structures with the same formula, charge and spin is 693.5 kJ/mol. As for the multiplicity: 1. The total energy comes out at -7664.1884 eV. The calculation puts the LUMO energy at -4.8 eV. The calculation puts the gap between HOMO and LUMO at 10.44 eV. For the HOMO energy, the calculation gives -15.25 eV.

---

Formula: C3H6N3O
Source: the OMol25 dataset
Level of theory: ωB97M-V/def2-TZVPD

Last column: natural (NBO) charge in e.
Geometry (Å):
1 C 1.2868 0.4584 0.2560  0.33
2 C -1.9488 -1.1379 1.1501  0.57
3 C -0.5317 -0.1914 -0.9070  -0.12
4 N 0.8917 -0.0782 -0.9118  -0.52
5 N -0.9290 0.3596 0.3322  -0.35
6 N 0.2302 0.8007 0.9638  -0.36
7 O -2.2057 -1.8873 0.3331  -0.40
8 H 2.2946 0.7267 0.5961  0.27
9 H -2.4227 -0.9205 2.1650  0.22
10 H -1.1059 0.2058 -1.7198  0.22
11 H -0.9784 -1.3074 -1.0080  0.22
12 H 1.3105 -0.5558 -1.6687  0.45
13 H 0.1197 1.3336 1.9164  0.48

Forces on atoms 1 to 2 (eV/Å):
C 0.316 0.591 -0.335
C 0.533 3.298 1.079

The charge is +1. The energy above the lowest of the compared OMol25 structures with the same formula, charge and spin is 294.0 kJ/mol. As for the multiplicity: 1. The total energy comes out at -9715.6829 eV. The calculation puts the LUMO energy at -4.1 eV. The calculation puts the gap between HOMO and LUMO at 8.69 eV. For the HOMO energy, the calculation gives -12.80 eV.

---

Formula: C3H6N3O2
Source: the OMol25 dataset
Level of theory: ωB97M-V/def2-TZVPD

Last column: natural (NBO) charge in e.
Geometry (Å):
1 C 3.7541 -0.0767 -0.2196  0.83
2 C -0.8127 0.1069 -0.2271  -0.61
3 C 0.1255 -1.0823 -0.1361  -0.20
4 N 1.8811 0.2710 0.9575  0.24
5 N 2.6759 -0.8108 -0.7234  -0.42
6 N 1.6039 -0.5072 0.0149  0.12
7 O 4.8507 0.0542 -0.5548  -0.43
8 O 3.1668 0.6092 0.8696  -0.24
9 H -0.5416 0.8186 0.4508  0.24
10 H -0.6531 0.3940 -1.2751  0.23
11 H -1.8480 -0.3913 -0.0813  0.26
12 H 0.1182 -1.6534 -1.0986  0.25
13 H -0.1820 -1.6433 0.7974  0.27
14 H 2.6489 -1.3700 -1.5299  0.46

Forces on atoms 1 to 2 (eV/Å):
C -0.956 0.191 0.103
C -1.207 -3.485 -2.911

The SMILES is CC[n+]1noc(=O)[nH]1. The charge is +1. The energy above the lowest of the compared OMol25 structures with the same formula, charge and spin is 330.5 kJ/mol. As for the multiplicity: 1. The total energy comes out at -11762.8138 eV. The calculation puts the LUMO energy at -5.6 eV. The calculation puts the gap between HOMO and LUMO at 10.66 eV. For the HOMO energy, the calculation gives -16.22 eV.

---

Formula: C3H6N3O2
Source: the OMol25 dataset
Level of theory: ωB97M-V/def2-TZVPD

Last column: natural (NBO) charge in e.
Geometry (Å):
1 C -0.8790 -1.2249 1.4460  0.94
2 C 1.8021 0.0011 -2.6199  -0.46
3 C -1.8831 0.8548 2.0542  -0.27
4 N -0.2467 -0.3173 0.3291  -0.24
5 N 0.4661 -0.3856 -0.5813  0.45
6 N 1.2536 -0.4307 -1.4135  -0.02
7 O -0.5669 -2.3513 1.4178  -0.43
8 O -1.6301 -0.5424 2.1935  -0.42
9 H 1.0367 0.0792 -3.3940  0.26
10 H 2.2884 0.9698 -2.4761  0.26
11 H 2.5572 -0.7261 -2.9240  0.27
12 H -0.9541 1.4246 2.0848  0.21
13 H -2.5060 1.1223 2.9061  0.24
14 H -2.4254 1.0590 1.1283  0.21

Forces on atoms 1 to 2 (eV/Å):
C 0.787 -1.046 -0.926
C 0.798 0.673 -1.893

The SMILES is CN=[N+]=NC(=O)OC. The charge is +1. The energy above the lowest of the compared OMol25 structures with the same formula, charge and spin is 379.1 kJ/mol. As for the multiplicity: 1. The total energy comes out at -11762.3105 eV. The calculation puts the LUMO energy at -5.0 eV. The calculation puts the gap between HOMO and LUMO at 10.61 eV. For the HOMO energy, the calculation gives -15.58 eV.